{
  "formula": "C5H14N2O3",
  "method": "ωB97M-V/def2-TZVPD",
  "elements": ["O", "C", "C", "C", "C", "C", "N", "N", "H", "H", "H", "H", "H", "H", "H", "H", "H", "H", "H", "H", "O", "H", "H", "O"],
  "coordinates": [[2.663, -0.329, 0.228], [2.425, -1.544, -0.047], [1.206, -1.993, -0.704], [-0.031, -1.523, 0.246], [-0.671, -0.259, -0.355], [-2.101, -0.206, -0.269], [-2.831, 0.906, -0.759], [0.071, 0.660, -1.049], [3.048, -2.395, 0.461], [1.164, -3.131, -0.598], [0.955, -1.614, -1.822], [0.332, -1.454, 1.356], [-0.826, -2.365, 0.196], [-2.788, -0.791, 0.314], [-3.903, 0.783, -0.684], [-2.619, 1.244, -1.695], [-0.405, 1.563, -1.180], [0.955, 0.663, -0.682], [-2.293, 3.127, -1.004], [-2.445, 3.128, 0.530], [-2.212, 3.562, -0.190], [3.064, 0.059, 3.028], [3.832, 0.973, 1.858], [3.409, 0.935, 2.822]],
  "nbo_charge": [-0.836, 0.031, -0.488, -0.449, 0.173, -0.197, -0.882, -0.830, 0.051, 0.188, 0.170, 0.214, 0.192, 0.179, 0.361, 0.343, 0.363, 0.422, 0.473, 0.473, -0.947, 0.478, 0.514, -0.997],
  "multiplicity": 2,
  "energy_ev": -14531.6064,
  "s2": 0.754,
  "de_lowest_kj_mol": 197.6,
  "total_charge": -1,
  "homo_energy_ev": [-0.17, -3.51]
}